No. 1
This record from the Open Molecules 2025 dataset describes a molecular structure, C36H48N5O2OsSeSi at a distorted geometry. The level of theory is ωB97M-V with the def2-TZVPD basis set.

```
94
Properties=species:S:1:pos:R:3
Os -0.969 0.498 -0.792
C -0.842 2.028 0.632
Si 0.828 1.934 1.407
C 1.922 1.114 0.111
N 1.183 0.023 -0.598
C 1.309 -1.264 0.205
C 2.162 -2.324 -0.470
C 3.501 -1.762 -0.926
C 3.280 -0.565 -1.874
C 1.810 -0.169 -1.942
C 0.855 0.882 2.973
C -0.295 0.273 3.477
C -0.247 -0.544 4.600
C 0.959 -0.764 5.247
C 2.117 -0.165 4.765
C 2.060 0.647 3.642
C 1.617 3.602 1.787
C 2.977 3.846 1.590
C 3.543 5.077 1.896
C 2.752 6.094 2.409
C 1.396 5.875 2.612
C 0.840 4.642 2.303
H -1.114 3.018 0.265
H -1.641 1.720 1.321
H 2.879 0.729 0.481
H 2.147 1.902 -0.618
H 0.307 -1.643 0.394
H 1.744 -0.996 1.173
H 1.621 -2.757 -1.311
H 2.298 -3.147 0.233
H 4.078 -2.544 -1.422
H 4.085 -1.449 -0.054
H 3.587 -0.810 -2.894
H 3.887 0.289 -1.570
H 1.238 -0.936 -2.463
H 1.677 0.763 -2.490
H -1.242 0.406 2.972
H -1.155 -1.013 4.961
H 1.001 -1.402 6.121
H 3.064 -0.336 5.263
H 2.975 1.103 3.278
H 3.614 3.065 1.186
H 4.601 5.243 1.731
H 3.189 7.056 2.646
H 0.772 6.667 3.008
H -0.223 4.487 2.460
O -5.330 1.006 -0.282
C -4.144 0.904 -0.429
N -2.978 0.818 -0.562
Se -1.172 -3.547 -2.229
C 0.180 -4.702 -1.819
N 1.060 -5.405 -1.532
C -1.144 2.852 -3.437
C -1.311 1.370 -3.769
C -2.789 1.117 -4.137
C -1.040 0.545 -2.545
C -0.365 0.874 -4.864
C -0.640 -0.307 -5.552
C 0.252 -0.823 -6.480
C 1.442 -0.164 -6.749
C 1.731 1.012 -6.074
C 0.840 1.520 -5.139
H -1.791 3.093 -2.595
H -1.421 3.470 -4.295
H -0.126 3.099 -3.136
H -3.430 1.630 -3.421
H -3.045 0.059 -4.098
H -2.998 1.491 -5.142
H -1.028 -0.584 -2.688
H -1.547 -0.857 -5.342
H 0.019 -1.755 -6.979
H 2.142 -0.569 -7.469
H 2.659 1.536 -6.268
H 1.095 2.435 -4.623
C -4.349 -3.227 3.020
N -3.435 -2.136 2.734
C -4.107 -0.921 2.303
C -2.211 -2.402 2.135
O -1.753 -1.687 1.253
N -1.546 -3.500 2.610
C -1.662 -3.956 3.977
C -0.360 -3.938 1.895
H -5.126 -3.278 2.250
H -4.837 -3.084 3.988
H -3.826 -4.180 3.028
H -4.774 -0.584 3.099
H -4.697 -1.079 1.394
H -3.378 -0.148 2.084
H -2.350 -3.321 4.533
H -0.682 -3.903 4.462
H -2.011 -4.992 4.034
H -0.475 -3.740 0.833
H -0.232 -5.012 2.034
H 0.538 -3.427 2.266
```

The net charge is -1. The calculated total energy is -4606.5065 Ha. The calculation puts the energy above the lowest of the compared OMol25 structures with the same formula, charge and spin at 0.0 kcal/mol. The value obtained for the LUMO energy is 2.25 eV. The value obtained for the HOMO energy is -0.1536 Ha. Its largest force on an atom is 1.0 eV/Å. The spin multiplicity is 1. The HOMO-LUMO gap is 6.43 eV.

---

No. 2
This record from the Open Molecules 2025 dataset describes C2H4N4OS in the gas phase at a distorted geometry. The level of theory is ωB97M-V with the def2-TZVPD basis set.

```
12
Properties=species:S:1:pos:R:3
N 2.158 -1.277 -0.159
N 0.754 -1.297 -0.117
C 0.171 -0.209 -0.184
O 0.780 1.014 -0.259
N -0.354 1.971 -0.244
N -1.506 1.249 0.066
C -1.216 0.003 0.021
S -2.285 -1.273 -0.147
H 2.468 -0.314 0.158
H 2.453 -2.078 0.613
H -0.097 2.631 0.533
H -3.326 -0.421 -0.280
```

The net charge is 0. The calculated total energy is -770.9250 Ha. The calculation puts the energy above the lowest of the compared OMol25 structures with the same formula, charge and spin at 71.0 kcal/mol. The value obtained for the LUMO energy is 0.55 eV. The value obtained for the HOMO energy is -0.3141 Ha. Its largest force on an atom is 4.0 eV/Å. The SMILES is N/N=c1\o[nH]nc1S. The spin multiplicity is 1. The HOMO-LUMO gap is 9.10 eV.